one | Entry from the Open Molecules 2025 dataset: an isolated molecule of H2 (ωB97M-V/def2-TZVPD).

The geometry in XYZ format:
```
2
Properties=species:S:1:pos:R:3:lowdin_charge:R:1
H -0.27520 0.25153 -0.01835 0.00
H 0.27520 -0.25153 0.01835 0.00
```

Output
Frontier orbital gap: 0.626 hartree
Total charge: 0
SMILES: [H][H]
2S+1: 1
HOMO energy: -14.453 eV
LUMO level: 2.5770 eV

=====

two | Entry from the Open Molecules 2025 dataset: a cluster of 2 separate species, H2 in total (ωB97M-V/def2-TZVPD).

The geometry in XYZ format:
```
2
Properties=species:S:1:pos:R:3:lowdin_charge:R:1
H 0.00000 0.00000 0.65017 0.00
H 0.00000 0.00000 -0.65017 0.00
```

Output
Frontier orbital gap: 0.457 hartree
Total charge: 0
2S+1: 1
HOMO energy: -12.017 eV
LUMO level: 0.4219 eV

=====

Verdict on stability: two comes out at the bottom.